# C24H16NO10

A 4-piece molecular cluster, C24H16NO10 overall in a non-equilibrium geometry (ωB97M-V/def2-TZVPD, OMol25).

```
51
Properties=species:S:1:pos:R:3
C 1.333 -0.685 1.293
C 0.011 -0.775 1.276
N -1.382 -1.051 0.783
C -2.302 -0.284 1.694
O -3.182 0.475 1.100
O -2.247 -0.421 3.095
C -1.605 -2.528 0.878
O -1.306 -3.268 -0.137
O -2.184 -3.188 2.022
C -1.374 -4.401 2.209
C -0.174 -4.297 3.015
H 2.499 -0.761 1.240
H -1.684 -5.391 1.678
H -0.284 -3.950 4.104
H 0.865 -4.585 2.586
C 4.760 2.099 -0.351
C 4.934 2.901 -1.403
C 5.227 2.353 -2.744
O 5.388 3.084 -3.706
C 5.317 0.884 -2.874
C 5.143 0.082 -1.822
C 4.851 0.630 -0.481
O 4.690 -0.101 0.480
H 4.546 2.484 0.638
H 4.870 3.979 -1.325
H 5.531 0.499 -3.864
H 5.207 -0.996 -1.900
C -1.983 -2.311 -3.698
C -0.883 -2.900 -3.224
C 0.220 -3.300 -4.123
O 1.225 -3.839 -3.693
C 0.058 -3.020 -5.566
C -1.042 -2.432 -6.039
C -2.145 -2.033 -5.140
O -3.149 -1.493 -5.572
H -2.801 -2.013 -3.053
H -0.749 -3.111 -2.169
H 0.876 -3.319 -6.210
H -1.176 -2.221 -7.093
C -3.262 4.706 5.273
C -3.099 5.509 4.221
C -2.816 4.964 2.876
O -2.666 5.700 1.915
C -2.722 3.496 2.743
C -2.884 2.691 3.795
C -3.167 3.236 5.140
O -3.318 2.504 6.103
H -3.469 5.088 6.265
H -3.166 6.587 4.302
H -2.515 3.113 1.751
H -2.817 1.611 3.713
```

**Net charge**: -1
**DFT total energy**: -1730.98852 Eh
**Spin multiplicity**: 1



# C24H17AsBrClN2O9RhS

C24H17AsBrClN2O9RhS as an isolated structure in a non-equilibrium geometry (ωB97M-V/def2-TZVPD, OMol25).

```
57
Properties=species:S:1:pos:R:3
Rh 0.466 0.295 -0.760
Br -5.482 4.898 -1.521
C -3.813 4.056 -1.632
C -3.426 3.474 -2.863
C -2.360 2.639 -2.974
C -1.564 2.377 -1.837
O -0.531 1.585 -2.017
C -1.893 3.002 -0.613
C -1.187 2.669 0.605
N -0.346 1.741 0.739
C 0.281 1.547 2.009
C -0.258 1.904 3.203
C 0.470 1.782 4.413
C 1.727 1.251 4.420
C 2.272 0.740 3.215
C 3.520 0.046 3.141
C 3.964 -0.484 1.998
C 3.096 -0.374 0.862
N 1.977 0.244 0.874
C 1.547 0.816 2.031
C -3.028 3.892 -0.528
H -4.071 3.658 -3.715
H -2.204 2.106 -3.916
H -1.399 3.348 1.436
H -1.268 2.333 3.273
H 0.014 2.151 5.310
H 2.273 1.209 5.370
H 4.104 -0.066 4.039
H 4.863 -1.089 1.982
H 3.374 -0.848 -0.073
H -3.332 4.327 0.435
O 1.446 -2.746 1.448
As -0.326 -2.425 1.263
O -0.892 -2.538 2.784
O -0.586 -0.948 0.555
C -1.045 -3.674 0.023
C -1.774 -4.637 0.679
C -2.513 -5.564 -0.022
C -2.515 -5.485 -1.416
C -1.783 -4.529 -2.077
C -1.020 -3.607 -1.366
S -0.180 -2.354 -2.387
O 1.045 -2.092 -1.612
O 0.028 -2.983 -3.694
O -1.058 -1.169 -2.337
H 1.604 -2.692 2.407
H -1.751 -4.635 1.768
H -3.128 -6.270 0.501
H -3.126 -6.156 -1.985
H -1.754 -4.477 -3.159
Cl 3.093 3.255 -4.162
C 3.611 2.085 -2.901
C 2.437 1.668 -2.034
O 2.078 2.337 -1.058
O 1.930 0.550 -2.357
H 4.363 2.619 -2.325
H 4.030 1.240 -3.442
```

**⟨S²⟩**: 6.009
**Net charge**: -1
**DFT total energy**: -7490.22456 Eh
**Spin multiplicity**: 5



# C24H17BrFINO19PS

C24H17BrFINO19PS as an isolated structure in a non-equilibrium geometry (ωB97M-V/def2-TZVPD, OMol25).

```
66
Properties=species:S:1:pos:R:3
O 2.614 -2.336 0.576
S 2.822 -3.693 1.113
O 3.281 -4.652 0.089
F 3.917 -3.606 2.298
N 1.312 -4.266 1.668
Br 0.913 -3.488 3.352
P 0.049 -3.724 0.516
O -0.249 -2.083 0.710
I -1.996 -4.884 1.304
H 0.363 -1.538 0.182
C 2.880 0.390 -3.778
C 2.522 -0.159 -2.614
C 1.931 0.661 -1.514
O 1.598 0.121 -0.478
C 1.780 2.098 -1.733
C 2.142 2.646 -2.895
C 2.706 1.824 -4.005
O 3.004 2.365 -5.053
O 2.015 3.966 -3.123
O 2.678 -1.475 -2.380
H 3.307 -0.192 -4.583
H 1.366 2.683 -0.923
H 2.342 4.105 -4.029
H 2.353 -1.625 -1.473
C -4.367 -4.594 -3.099
C -5.496 -4.278 -3.739
C -5.901 -2.859 -3.955
O -6.928 -2.619 -4.560
C -5.035 -1.808 -3.419
C -3.908 -2.123 -2.776
C -3.490 -3.544 -2.584
O -2.447 -3.786 -2.008
O -3.098 -1.172 -2.271
O -6.322 -5.224 -4.221
H -4.063 -5.619 -2.938
H -5.348 -0.784 -3.567
H -2.356 -1.649 -1.857
H -7.056 -4.738 -4.636
C -1.753 1.728 3.082
C -1.208 0.939 2.152
C -1.665 0.984 0.726
O -1.139 0.265 -0.103
C -2.751 1.902 0.383
C -3.294 2.687 1.317
C -2.821 2.662 2.731
O -3.335 3.408 3.542
O -4.295 3.538 1.028
O -0.224 0.073 2.462
H -1.432 1.709 4.116
H -3.085 1.913 -0.645
H -4.504 3.985 1.867
H 0.008 -0.383 1.628
C 3.737 2.096 4.790
C 2.671 1.803 4.041
C 2.556 2.270 2.629
O 1.573 1.964 1.986
C 3.643 3.087 2.085
C 4.707 3.381 2.835
C 4.833 2.893 4.239
O 5.829 3.172 4.878
O 5.719 4.132 2.362
O 1.649 1.070 4.520
H 3.832 1.761 5.814
H 3.542 3.435 1.066
H 6.357 4.195 3.093
H 1.012 0.991 3.781
```

**DFT total energy**: -6120.15190 Eh
**Spin multiplicity**: 1